{"formula": "C68H138N8O7", "method": "ωB97M-V/def2-TZVPD", "symbols": ["C", "C", "C", "C", "C", "C", "C", "C", "C", "N", "O", "H", "H", "H", "H", "H", "H", "H", "H", "H", "H", "H", "H", "H", "H", "H", "H", "H", "H", "H", "C", "C", "C", "C", "C", "C", "C", "C", "C", "N", "O", "H", "H", "H", "H", "H", "H", "H", "H", "H", "H", "H", "H", "H", "H", "H", "H", "H", "H", "H", "C", "C", "C", "C", "C", "C", "C", "C", "C", "N", "O", "H", "H", "H", "H", "H", "H", "H", "H", "H", "H", "H", "H", "H", "H", "H", "H", "H", "H", "H", "C", "C", "C", "C", "C", "C", "C", "C", "C", "N", "O", "H", "H", "H", "H", "H", "H", "H", "H", "H", "H", "H", "H", "H", "H", "H", "H", "H", "H", "H", "C", "C", "C", "C", "C", "C", "C", "C", "C", "N", "O", "H", "H", "H", "H", "H", "H", "H", "H", "H", "H", "H", "H", "H", "H", "H", "H", "H", "H", "H", "C", "C", "C", "C", "C", "C", "C", "C", "C", "N", "O", "H", "H", "H", "H", "H", "H", "H", "H", "H", "H", "H", "H", "H", "H", "H", "H", "H", "H", "H", "C", "C", "C", "C", "C", "C", "C", "C", "C", "N", "O", "H", "H", "H", "H", "H", "H", "H", "H", "H", "H", "H", "H", "H", "H", "H", "H", "H", "H", "H", "C", "C", "C", "N", "C", "C", "H", "H", "H", "H", "H"], "coordinates": [[-12.484682, -26.087426, -11.505335], [-12.615328, -24.591637, -11.671659], [-14.091476, -24.253624, -12.194970], [-12.451968, -23.845474, -10.372156], [-11.004672, -23.746010, -9.726184], [-10.089429, -23.195287, -10.799886], [-10.190921, -23.948228, -12.156092], [-9.506912, -23.129499, -13.291525], [-9.484444, -25.298227, -11.961179], [-11.617824, -23.968657, -12.534955], [-11.726572, -24.588769, -13.865059], [-11.621447, -26.252466, -10.834333], [-13.404156, -26.253695, -10.881924], [-12.360388, -26.688444, -12.383229], [-14.114404, -23.208019, -12.429310], [-14.304060, -24.930341, -13.090920], [-14.750184, -24.402577, -11.339148], [-12.817532, -22.798577, -10.519226], [-13.141492, -24.244914, -9.615730], [-10.896963, -23.085853, -8.825051], [-10.725908, -24.771089, -9.443233], [-9.028790, -23.321741, -10.509242], [-10.392447, -22.121269, -11.087798], [-8.527966, -22.917330, -12.986807], [-10.097923, -22.228728, -13.503910], [-9.597210, -23.722324, -14.198721], [-9.549047, -25.634759, -10.921132], [-8.396846, -25.266417, -12.338745], [-9.944601, -26.113275, -12.538731], [-12.217484, -23.919196, -14.324883], [0.615195, -24.280172, -6.567794], [-0.755299, -23.846446, -7.128163], [-1.835026, -23.448719, -6.101360], [-0.705616, -22.578761, -8.019084], [0.004612, -22.976769, -9.357831], [-0.609167, -24.123998, -10.113885], [-0.791410, -25.358705, -9.240062], [-1.777647, -26.290888, -9.981426], [0.543458, -26.209818, -9.085062], [-1.381764, -24.916406, -7.986495], [-1.478927, -26.033383, -7.209113], [1.344895, -23.890235, -7.336299], [0.953447, -23.742904, -5.693457], [0.623265, -25.295897, -6.313724], [-2.732837, -23.173509, -6.625111], [-2.204567, -24.171404, -5.278617], [-1.492469, -22.605580, -5.566396], [-1.706712, -22.337243, -8.313846], [-0.274239, -21.683328, -7.492034], [0.063955, -22.133801, -9.995110], [1.030043, -23.335972, -9.049685], [-0.046365, -24.451878, -10.970568], [-1.581844, -23.879423, -10.438762], [-2.702990, -25.863055, -9.866332], [-1.824102, -27.229639, -9.367087], [-1.402427, -26.559423, -10.962860], [0.427452, -26.713396, -8.089024], [1.367789, -25.505172, -9.035247], [0.640083, -26.923383, -9.863440], [-2.364041, -26.060470, -6.842912], [-4.421344, -17.335879, -5.570657], [-4.770663, -17.502217, -7.083254], [-6.175095, -18.014200, -7.190425], [-4.750203, -16.128236, -7.735529], [-3.317061, -15.638498, -7.876615], [-2.429345, -16.581887, -8.623569], [-2.407376, -18.074006, -8.081868], [-1.800593, -18.888169, -9.132159], [-1.527703, -18.236054, -6.806142], [-3.863551, -18.405491, -7.834569], [-3.918876, -19.762752, -7.347466], [-3.576967, -16.626226, -5.441377], [-5.310549, -17.064966, -4.912584], [-4.061662, -18.238710, -5.065939], [-6.531780, -18.110541, -8.220012], [-6.270102, -18.975546, -6.708520], [-6.688050, -17.225674, -6.690728], [-5.270781, -16.188304, -8.699290], [-5.488975, -15.537714, -7.186814], [-3.265982, -14.642213, -8.340326], [-2.918251, -15.429670, -6.882314], [-1.380059, -16.309719, -8.742084], [-2.785761, -16.694291, -9.663966], [-1.758616, -19.946519, -8.781760], [-0.765510, -18.593406, -9.320650], [-2.332819, -18.839031, -10.142387], [-1.980515, -17.617115, -6.020887], [-0.473618, -17.829288, -6.949085], [-1.452473, -19.280639, -6.467437], [-3.384618, -19.764705, -6.564644], [-4.539994, -26.041070, -6.638074], [-5.613765, -26.627561, -7.381206], [-6.219635, -27.789742, -6.554474], [-6.647563, -25.487542, -7.786828], [-7.574091, -25.945293, -8.909200], [-6.746714, -26.362335, -10.168424], [-5.964496, -27.607596, -9.821547], [-6.945123, -28.728283, -9.498801], [-5.061202, -28.005802, -10.977942], [-5.024664, -27.140768, -8.631139], [-4.223858, -28.260095, -8.284341], [-5.016116, -25.363794, -5.914047], [-3.879011, -26.728036, -6.171287], [-3.990055, -25.428962, -7.253258], [-5.477183, -28.618410, -6.476621], [-6.264537, -27.375981, -5.490178], [-7.159493, -28.136097, -6.945994], [-7.337916, -25.250408, -6.987972], [-6.058994, -24.635352, -8.081284], [-8.231732, -26.789012, -8.589401], [-8.245967, -25.103993, -9.131201], [-6.129620, -25.507658, -10.516610], [-7.473809, -26.665886, -10.966726], [-6.477531, -29.444903, -8.830169], [-7.201500, -29.255940, -10.373391], [-7.957715, -28.387928, -9.141547], [-5.680896, -28.212987, -11.853743], [-4.418570, -28.906328, -10.816795], [-4.346157, -27.198223, -11.277608], [-3.388250, -28.021886, -8.720700], [-7.909766, -18.972394, -13.956345], [-7.466131, -18.678765, -15.360441], [-6.470867, -17.517663, -15.305474], [-6.679880, -19.936256, -15.890311], [-7.568796, -21.093352, -16.181291], [-8.580443, -20.687773, -17.229461], [-9.464427, -19.475000, -16.699895], [-10.357747, -19.046920, -17.932893], [-10.402201, -19.918771, -15.545026], [-8.543311, -18.391720, -16.375701], [-9.305593, -17.318365, -15.827018], [-7.287342, -18.464981, -13.161939], [-8.930873, -18.711624, -13.908013], [-7.864716, -20.036161, -13.638123], [-7.129710, -16.650754, -15.157545], [-5.731722, -17.791618, -14.574213], [-6.005039, -17.428970, -16.283469], [-6.129129, -19.676656, -16.817339], [-5.912420, -20.134721, -15.116227], [-6.922736, -21.830609, -16.509851], [-8.094074, -21.462075, -15.218616], [-9.317506, -21.506829, -17.446957], [-8.118923, -20.312092, -18.142463], [-9.739784, -18.840366, -18.822327], [-11.101887, -18.281052, -17.760520], [-10.953921, -19.921991, -18.287911], [-10.707775, -19.017822, -15.103613], [-9.930553, -20.523102, -14.738135], [-11.223700, -20.521646, -15.923007], [-9.382440, -16.698629, -16.514489], [-3.093206, -20.103813, -12.622254], [-1.974222, -20.733407, -13.480308], [-1.098417, -21.765278, -12.692237], [-2.680869, -21.366547, -14.707408], [-1.718801, -21.638441, -15.831142], [-1.083746, -20.277657, -16.178235], [-0.228719, -19.706445, -15.046476], [0.974028, -20.580000, -14.646501], [0.340408, -18.312385, -15.453604], [-1.223591, -19.475626, -13.987592], [-0.537989, -18.950426, -12.810842], [-2.626658, -19.442379, -11.852407], [-3.678320, -19.449473, -13.212247], [-3.646187, -20.870132, -12.105942], [-1.788055, -22.576823, -12.398016], [-0.306268, -22.230582, -13.256214], [-0.621116, -21.361077, -11.794845], [-3.236128, -22.271984, -14.294882], [-3.408410, -20.597175, -15.099667], [-0.992910, -22.333114, -15.488604], [-2.186864, -22.053758, -16.711387], [-1.871883, -19.571154, -16.423927], [-0.479426, -20.489892, -17.066302], [0.938355, -20.391009, -13.555234], [1.928136, -20.287673, -14.993430], [0.898741, -21.657108, -14.790745], [-0.463405, -17.524851, -15.619695], [0.946506, -18.380791, -16.311476], [0.975147, -18.057128, -14.609802], [-0.596152, -18.012253, -12.839977], [-4.147698, -25.493288, -14.047264], [-4.281672, -25.455394, -15.567848], [-5.099657, -24.308775, -16.038199], [-2.852789, -25.520814, -16.237159], [-2.126181, -26.808252, -16.054427], [-2.983931, -27.973813, -16.657429], [-4.470368, -27.970976, -16.205213], [-5.411644, -28.728865, -17.153869], [-4.429148, -28.692604, -14.820009], [-5.002200, -26.575958, -16.166509], [-6.252446, -26.754696, -15.450047], [-3.627579, -26.408283, -13.631668], [-3.534555, -24.663623, -13.669761], [-5.176503, -25.409711, -13.676798], [-5.405122, -24.308918, -17.091758], [-6.021472, -24.236444, -15.515796], [-4.685702, -23.329655, -15.879945], [-3.061777, -25.309875, -17.296637], [-2.343929, -24.788639, -15.666530], [-1.156313, -26.778271, -16.588521], [-1.796866, -27.012755, -15.067237], [-2.552812, -28.909233, -16.293773], [-2.935163, -27.912845, -17.802940], [-5.399848, -28.232972, -18.145558], [-6.400885, -28.850670, -16.769041], [-4.947615, -29.709077, -17.379889], [-3.498690, -28.714025, -14.254593], [-4.720682, -29.749385, -14.855159], [-5.088832, -28.240209, -14.074894], [-6.953145, -26.496050, -16.058056], [-4.609085, -22.554837, -10.170620], [-5.262795, -21.291975, -10.014522], [-6.106277, -20.939486, -11.078471], [-6.325125, -21.666039, -12.187036], [-5.701266, -22.844994, -12.332762], [-4.874392, -23.289335, -11.299423], [-4.044197, -22.986204, -9.296800], [-5.297626, -20.770347, -9.094958], [-6.830921, -20.078564, -11.034210], [-5.837248, -23.431852, -13.234603], [-4.308663, -24.221583, -11.445874]], "forces_ev_per_angstrom": [[-0.30, 0.58, 2.62], [-0.28, 0.75, -1.00], [1.84, -1.49, -0.36], [0.01, 1.60, 2.35], [-0.91, -0.16, -0.82], [0.07, 0.95, -1.48], [-0.09, 0.38, -0.02], [-2.16, -0.86, 0.31], [0.85, -0.79, -1.18], [-0.26, -0.18, -1.32], [0.30, -0.28, 1.27], [-0.42, -0.33, -0.32], [0.75, -0.98, -0.76], [-0.40, -0.12, -0.52], [-0.12, 0.55, -0.50], [-0.08, 1.07, 1.31], [-0.26, -0.34, -0.30], [0.34, -0.64, -0.10], [0.08, -0.18, -0.15], [-0.68, -0.69, -0.69], [0.21, 0.30, 0.12], [-0.35, 0.73, -0.04], [0.75, -1.28, 0.95], [1.55, 0.49, 0.07], [0.30, -0.01, 0.40], [0.59, -0.08, -0.06], [0.41, 0.15, -0.19], [-1.53, 0.16, 0.87], [0.03, 0.35, -0.12], [-0.30, 0.45, -0.51], [0.24, 2.82, -1.35], [-1.06, 0.38, -0.14], [-0.58, -2.13, 1.32], [1.18, -1.00, -1.10], [1.59, -0.40, 1.73], [0.07, -0.71, 1.30], [1.22, -0.90, -1.13], [2.22, -1.55, 2.20], [-1.37, 1.58, 2.20], [-0.18, 1.32, -0.24], [0.08, -1.95, 1.45], [-0.32, -1.39, 0.79], [-0.49, 0.39, 0.55], [0.31, -1.50, -0.15], [-0.40, 0.19, -0.37], [1.04, 0.56, -1.37], [0.46, 1.14, 0.64], [-0.84, 0.29, 0.14], [-0.08, -0.97, -0.58], [0.45, 0.94, -0.56], [-0.65, 0.82, -0.72], [0.47, 0.27, -0.48], [-1.33, 0.60, -0.61], [-2.56, 1.02, -0.63], [0.18, 0.50, -0.68], [-0.33, 0.28, -0.25], [0.47, 0.15, -1.08], [0.43, -0.30, -0.08], [0.21, -0.55, -0.74], [-0.17, 0.11, -0.09], [-0.08, 0.15, 0.95], [0.95, -0.53, 0.51], [0.21, -0.50, -0.42], [-0.14, -0.49, -0.73], [-0.05, 1.73, 0.60], [0.00, -2.04, -0.61], [-1.07, 2.41, 1.29], [-0.15, -2.20, -2.18], [0.37, 1.26, 0.06], [1.08, -0.75, -0.73], [-0.79, 0.80, -0.87], [-0.90, -0.12, 0.13], [1.02, 0.16, -1.12], [-0.06, -0.31, -0.45], [0.21, 0.12, 0.05], [-0.28, -0.15, 0.33], [-1.29, 0.13, 0.45], [0.50, -0.28, -0.27], [0.75, 0.56, 0.43], [-0.21, -0.24, -0.15], [0.13, -0.18, 0.13], [-0.04, 0.51, 0.38], [-0.11, 0.16, 0.34], [-0.09, 0.54, -0.57], [-0.03, 0.16, 0.13], [0.53, -0.11, 1.60], [0.38, -0.38, 0.04], [-1.29, -0.65, -0.07], [0.03, 0.30, -0.14], [0.48, -0.14, 1.01], [-0.22, 1.46, 2.57], [-2.75, -1.64, -1.79], [1.06, 1.01, 1.71], [0.06, -2.24, -0.09], [0.25, 0.28, -0.83], [-1.71, 0.18, 0.11], [1.14, 1.11, 1.51], [-0.54, 0.25, 1.04], [1.23, -0.06, -0.47], [-1.17, -0.60, -2.30], [0.78, 0.11, -0.25], [0.49, -0.28, 0.39], [0.30, -0.88, 0.72], [1.36, 1.66, -1.69], [-0.69, 0.55, -0.32], [-0.63, -0.71, -1.23], [-0.40, -0.13, 0.21], [0.43, 0.24, 0.78], [0.08, 0.55, -0.16], [0.54, 0.90, -0.05], [0.12, -0.20, -0.17], [-0.24, -0.63, 0.16], [0.73, 0.45, 0.43], [-0.18, -0.07, 0.25], [-0.01, -0.72, -1.39], [1.37, -0.45, 0.08], [-0.03, 0.00, 0.04], [-0.72, 0.53, 0.19], [-0.66, -0.35, 0.40], [-0.22, -0.32, 0.30], [0.44, -0.77, 1.71], [1.56, -1.50, -1.47], [-1.59, -0.24, -1.38], [0.43, 1.75, 0.46], [-1.66, 0.46, 1.82], [-1.78, 0.51, 0.76], [-0.40, -1.53, -1.21], [0.34, -1.46, -0.21], [1.27, -1.12, -0.24], [0.82, 0.21, 0.75], [-0.21, -0.95, 1.54], [-0.82, -0.10, -0.97], [-1.05, 0.70, 0.80], [0.08, 0.40, -0.57], [0.94, 0.20, 0.61], [0.24, 0.58, 0.50], [0.18, 0.18, -0.12], [-0.25, 0.06, 0.32], [-0.36, -0.21, -0.30], [0.94, -2.09, -0.78], [0.82, 0.44, -1.52], [0.80, 0.60, -0.05], [0.20, -0.35, -0.12], [-0.02, 0.46, 0.52], [0.16, 0.46, 0.27], [0.36, 0.32, 0.58], [-1.08, 1.08, 0.72], [-0.03, 0.44, -0.77], [-0.21, 0.21, -0.12], [-0.03, 1.23, -1.49], [2.15, -0.17, 1.40], [0.23, 1.49, -0.33], [-1.16, 0.15, 0.01], [-0.96, 0.05, 0.72], [-0.41, 1.15, 0.29], [0.59, -1.32, -0.53], [-0.11, 0.53, -1.51], [-1.31, -0.15, 1.96], [-1.75, 0.06, 1.38], [0.03, -0.77, 1.14], [0.17, -1.76, -0.13], [-0.36, -0.76, -0.55], [-0.90, 0.34, -0.76], [-0.44, -0.16, 0.01], [0.23, 0.29, 0.12], [0.03, -0.05, -0.41], [-0.37, 0.22, -0.16], [0.48, 1.00, -0.73], [0.35, -0.91, 0.60], [0.93, -0.72, 0.08], [-0.31, -0.17, -0.22], [-0.06, 0.14, -0.16], [0.19, 0.58, 0.01], [0.81, -0.44, -0.38], [0.85, 0.68, -0.69], [-0.29, 0.12, -0.22], [0.89, -1.05, 0.31], [0.71, -0.19, -1.16], [0.13, 0.61, -0.04], [-0.43, 1.17, -0.40], [0.22, -0.59, 0.54], [1.50, -1.82, -0.69], [-0.22, 1.84, -0.65], [-2.08, 0.34, 0.46], [-0.28, -1.33, -2.02], [0.14, 0.63, -1.28], [0.92, 0.08, 1.11], [2.11, -0.29, -1.22], [-0.89, -0.03, 1.11], [-0.86, -1.83, 0.31], [-0.03, 0.48, 0.05], [-0.84, 0.79, -0.67], [-0.31, 0.15, -0.24], [0.41, -0.24, 0.48], [0.50, -0.52, 0.05], [-0.99, -0.29, 0.73], [0.80, 0.51, 0.24], [0.70, 0.25, 0.24], [0.90, 1.44, -0.27], [-0.49, 0.05, -0.10], [-0.27, -0.12, 1.32], [-0.04, -0.12, -0.57], [0.06, -0.14, 1.51], [-0.34, 0.05, 0.59], [-0.51, -0.05, 0.23], [-0.42, 0.17, 0.39], [0.61, 0.31, -0.58], [-0.08, 0.17, -0.43], [-0.36, 0.01, -0.41], [0.18, 0.09, -0.17], [-0.76, 1.34, 1.85], [-0.49, -2.14, -1.73], [-1.24, 0.36, 0.13], [0.22, -0.48, -0.38], [0.33, 1.30, 1.45], [1.31, -1.29, -1.00], [-0.33, 0.47, -1.21], [0.44, 0.66, 0.63], [1.22, -0.57, 0.23], [-0.21, 0.20, 0.04], [-0.48, 0.20, 0.15]], "fmax_ev_per_a": 3.7, "e_homo_ev": -8.5, "lumo_ev": 0.477, "orbital_gap_ev": 8.96, "charge": 0, "smiles": "CC1(C)CCCC(C)(C)N1O.CC1(C)CCCC(C)(C)N1O.CC1(C)CCCC(C)(C)N1O.CC1(C)CCCC(C)(C)N1O.CC1(C)CCCC(C)(C)N1O.CC1(C)CCCC(C)(C)N1O.CC1(C)CCCC(C)(C)N1O.c1ccncc1", "multiplicity": 1}